(1)
ORCA calculation (wB97M-V/def2-TZVPD) on a 11-piece molecular cluster, C29H62O11 overall at a distorted geometry.

The energy above the lowest of the compared OMol25 structures with the same formula, charge and spin is 0.000 eV. As for the SMILES: CC(C)=O.CC(C)=O.CC(C)=O.CC(C)=O.CC(C)=O.CC(C)=O.CC(C)=O.CC(C)=O.CC(C)=O.CO.CO. For the HOMO-LUMO gap, the calculation gives 9.6 eV. The total energy comes out at -53599.532 eV.

```
! RIJCOSX wB97M-V def2-TZVPD def2/J DEFGRID3
* xyz 0 1
C -9.804 -8.669 7.675
C -9.077 -8.488 8.979
C -7.617 -8.076 8.921
O -9.600 -8.652 10.043
H -10.728 -9.232 7.755
H -9.142 -9.247 7.022
H -9.972 -7.682 7.245
H -7.069 -8.403 8.042
H -7.145 -8.466 9.821
H -7.593 -6.983 8.985
C -5.818 -7.955 5.119
C -5.886 -8.617 3.762
C -7.240 -8.594 3.105
O -4.900 -9.018 3.204
H -5.067 -8.431 5.747
H -6.767 -8.108 5.639
H -5.644 -6.892 4.963
H -7.493 -9.386 2.406
H -7.219 -7.643 2.560
H -8.051 -8.551 3.833
C -8.336 -5.010 2.182
C -8.678 -3.703 1.521
C -7.590 -2.986 0.785
O -9.785 -3.246 1.624
H -7.941 -4.808 3.177
H -7.559 -5.547 1.635
H -9.244 -5.610 2.181
H -7.219 -3.643 -0.013
H -6.742 -2.795 1.444
H -7.957 -2.072 0.329
C -8.837 -4.007 5.879
C -9.587 -5.260 5.608
C -11.069 -5.111 5.430
O -8.993 -6.295 5.395
H -9.449 -3.106 5.771
H -7.983 -3.901 5.208
H -8.442 -3.896 6.892
H -11.536 -6.085 5.317
H -11.268 -4.494 4.551
H -11.453 -4.583 6.308
C -5.328 -1.243 5.530
C -6.414 -1.638 4.547
C -7.645 -0.776 4.514
O -6.215 -2.527 3.746
H -5.463 -0.223 5.899
H -4.340 -1.308 5.084
H -5.373 -1.862 6.425
H -8.201 -0.834 5.457
H -8.348 -1.044 3.727
H -7.349 0.265 4.382
C -12.353 -1.914 5.749
C -11.098 -1.175 6.135
C -10.614 -1.324 7.562
O -10.483 -0.493 5.345
H -13.149 -1.608 6.427
H -12.152 -2.986 5.833
H -12.640 -1.708 4.721
H -10.103 -0.395 7.822
H -9.869 -2.118 7.623
H -11.385 -1.506 8.308
C -16.025 -5.213 2.688
C -15.055 -5.255 3.855
C -15.631 -5.274 5.240
O -13.855 -5.294 3.677
H -16.641 -4.317 2.736
H -16.629 -6.122 2.680
H -15.433 -5.217 1.774
H -16.606 -5.767 5.270
H -15.715 -4.274 5.668
H -14.990 -5.840 5.919
C -11.939 -5.518 0.757
C -11.796 -6.995 0.834
C -12.270 -7.621 2.129
O -11.295 -7.645 -0.037
H -12.991 -5.216 0.761
H -11.456 -5.064 -0.103
H -11.543 -5.066 1.670
H -13.318 -7.326 2.265
H -11.734 -7.265 3.006
H -12.276 -8.706 2.051
C -13.665 -8.397 6.934
C -14.372 -9.042 8.093
C -14.423 -10.541 8.061
O -14.861 -8.396 8.992
H -14.394 -8.194 6.140
H -12.854 -8.990 6.512
H -13.267 -7.404 7.154
H -14.547 -10.882 7.030
H -15.258 -10.911 8.646
H -13.463 -10.906 8.430
C -5.887 -4.049 8.089
O -6.498 -3.981 9.380
H -6.019 -5.033 7.635
H -6.413 -3.343 7.450
H -4.849 -3.718 8.137
H -6.092 -4.664 9.924
C -9.951 -4.484 10.377
O -9.475 -3.933 9.155
H -11.028 -4.314 10.386
H -9.775 -5.559 10.440
H -9.536 -3.951 11.236
H -8.539 -4.143 9.064
*
```

---

(2)
ORCA calculation (wB97M-V/def2-TZVPD) on a 11-piece molecular cluster, C24H70O11 overall at a distorted geometry.

Its expectation value of S² is 0.755. For the HOMO-LUMO gap (alpha / beta), the calculation gives 8.8 / 2.1 eV. The total energy comes out at -48532.278 eV.

```
! RIJCOSX wB97M-V def2-TZVPD def2/J DEFGRID3
* xyz 1 2
C -0.785 -3.315 3.656
O -0.883 -3.808 4.920
H -0.053 -2.517 3.530
H -0.372 -4.084 3.003
H -1.797 -3.117 3.304
H -1.444 -3.192 5.396
C 4.244 -3.755 -1.568
O 3.788 -2.453 -1.863
H 5.155 -3.930 -2.141
H 4.317 -3.912 -0.492
H 3.414 -4.388 -1.882
H 3.516 -2.427 -2.784
C 3.101 3.943 -1.618
O 2.004 4.703 -1.923
H 3.324 3.253 -2.431
H 4.036 4.477 -1.447
H 2.844 3.425 -0.694
H 1.722 5.254 -1.189
C -2.851 0.699 -3.422
C -4.316 0.864 -3.153
C -5.082 0.275 -4.334
O -4.744 0.350 -1.895
H -2.463 -0.280 -3.139
H -2.241 1.341 -2.787
H -2.547 0.851 -4.458
H -4.564 1.923 -3.220
H -4.638 0.582 -5.281
H -6.138 0.533 -4.259
H -4.914 -0.802 -4.300
H -4.597 -0.595 -1.819
C -3.606 -4.248 -0.699
C -4.086 -2.869 -0.321
C -3.020 -1.842 0.021
O -4.641 -2.286 -1.563
H -3.240 -4.843 0.137
H -2.827 -4.340 -1.456
H -4.449 -4.773 -1.148
H -4.803 -2.930 0.498
H -3.427 -0.896 0.377
H -2.372 -1.619 -0.826
H -2.341 -2.243 0.773
H -5.155 -2.958 -2.018
C -1.578 4.998 -0.703
C -1.727 3.758 0.114
C -0.550 2.789 0.210
O -1.922 4.169 1.416
H -2.238 5.798 -0.368
H -2.000 4.772 -1.682
H -0.512 5.139 -0.882
H -2.522 3.069 -0.169
H -0.457 2.228 -0.719
H -0.665 2.074 1.025
H 0.413 3.260 0.406
H -1.446 4.990 1.562
C 3.794 4.071 1.964
C 3.918 2.715 2.541
C 3.394 1.716 1.489
O 5.275 2.472 2.853
H 4.352 4.084 1.027
H 4.281 4.841 2.562
H 2.797 4.492 1.834
H 3.234 2.584 3.379
H 3.128 0.773 1.968
H 4.152 1.699 0.706
H 2.471 2.038 1.008
H 5.484 1.753 3.453
C 1.959 2.626 6.388
C 1.376 1.344 5.855
C 0.297 1.512 4.789
O 2.501 0.651 5.194
H 2.247 2.393 7.413
H 1.290 3.483 6.306
H 2.876 3.000 5.932
H 0.974 0.663 6.605
H 0.054 0.512 4.428
H 0.609 2.182 3.987
H -0.683 1.916 5.044
H 2.309 -0.278 5.048
C -1.600 -3.681 -3.722
C -0.970 -3.253 -5.037
C 0.281 -2.365 -4.888
O -0.665 -4.305 -5.859
H -1.190 -4.501 -3.133
H -2.612 -4.006 -3.962
H -1.758 -2.875 -3.005
H -1.622 -2.598 -5.615
H 0.441 -1.944 -5.881
H 1.165 -2.907 -4.554
H 0.030 -1.517 -4.251
H -0.003 -4.888 -5.479
C 0.280 -0.470 1.244
C 1.009 -1.023 0.094
C 1.056 -0.144 -1.126
O 2.309 -1.487 0.409
H 0.764 0.364 1.753
H 0.081 -1.245 1.984
H -0.662 -0.093 0.845
H 0.432 -1.908 -0.172
H 1.748 0.698 -1.088
H 0.102 0.379 -1.198
H 1.265 -0.697 -2.041
H 2.709 -1.743 -0.426
O 2.424 -3.097 2.535
H 2.764 -2.578 3.264
H 2.268 -2.460 1.838
*
```

---

(3)
ORCA calculation (wB97M-V/def2-TZVPD) on one molecule with the formula C4H8O at a distorted geometry.

The energy above the lowest of the compared OMol25 structures with the same formula, charge and spin is 1.367 eV. As for the SMILES: CC1(C)CO1. For the HOMO-LUMO gap, the calculation gives 11.0 eV. The total energy comes out at -6323.801 eV.

```
! RIJCOSX wB97M-V def2-TZVPD def2/J DEFGRID3
* xyz 0 1
C 1.338 0.532 -0.123
C -0.001 -0.148 0.037
C -1.059 0.235 -0.973
C -0.345 -0.613 1.349
O 0.099 -1.562 0.289
H 1.236 1.617 -0.002
H 2.053 0.164 0.618
H 1.749 0.344 -1.122
H -1.281 1.306 -0.910
H -1.985 -0.321 -0.802
H -0.714 0.022 -1.991
H 0.298 -0.531 2.192
H -1.387 -1.045 1.437
*
```

---

(4)
ORCA calculation (wB97M-V/def2-TZVPD) on one molecule with the formula C8H8FNO at a distorted geometry.

The energy above the lowest of the compared OMol25 structures with the same formula, charge and spin is 3.485 eV. As for the SMILES: [O-]/[N+](=C\c1ccccc1)CF. For the HOMO-LUMO gap, the calculation gives 8.9 eV. The total energy comes out at -14677.320 eV.

```
! RIJCOSX wB97M-V def2-TZVPD def2/J DEFGRID3
* xyz 0 1
O 0.480 -1.037 2.482
N 1.146 -0.212 1.792
C 1.006 0.203 0.614
C -0.007 -0.131 -0.432
C -0.251 0.837 -1.388
C -1.213 0.733 -2.373
C -2.107 -0.303 -2.369
C -1.999 -1.211 -1.341
C -0.949 -1.181 -0.434
C 2.219 0.503 2.814
F 3.205 0.999 2.003
H 1.699 0.948 0.440
H 0.414 1.690 -1.545
H -1.287 1.381 -3.237
H -3.039 -0.179 -2.954
H -2.527 -2.185 -1.142
H -1.005 -1.903 0.407
H 2.574 -0.333 3.369
H 1.641 1.381 3.293
*
```

---

(5)
ORCA calculation (wB97M-V/def2-TZVPD) on C52H79BrN25 as an isolated structure at a distorted geometry.

For the HOMO-LUMO gap, the calculation gives 6.2 eV. The total energy comes out at -162474.561 eV.

```
! RIJCOSX wB97M-V def2-TZVPD def2/J DEFGRID3
* xyz 1 1
Br -1.671 1.291 4.237
C -1.620 1.051 2.250
C -0.298 1.597 1.428
C 0.772 0.562 2.121
C -0.115 -0.781 1.920
N -1.423 -0.439 1.971
H -2.632 1.496 1.898
H -0.604 1.376 0.317
H -0.156 2.739 1.600
H 1.792 0.387 1.595
H 1.052 0.917 3.195
H 0.161 -1.884 1.722
H -2.152 -1.177 1.842
C -1.147 -1.599 -1.903
C -0.981 -0.100 -1.901
N -0.850 1.106 -1.900
H -0.334 -2.063 -2.465
H -1.131 -1.975 -0.877
H -2.098 -1.867 -2.366
C 4.878 -1.057 0.219
C 3.510 -1.157 -0.408
N 2.409 -1.238 -0.914
H 4.796 -1.126 1.308
H 5.516 -1.868 -0.140
H 5.336 -0.100 -0.044
C -5.336 -0.954 -0.911
C -4.550 -1.925 -0.063
N -3.916 -2.706 0.618
H -6.381 -0.942 -0.592
H -4.920 0.051 -0.807
H -5.287 -1.252 -1.961
C 8.787 -3.031 -0.579
C 8.161 -2.712 0.760
N 7.655 -2.456 1.845
H 9.876 -2.987 -0.501
H 8.493 -4.033 -0.897
H 8.455 -2.307 -1.327
C -9.207 -0.754 -2.383
C -9.002 -0.768 -0.887
N -8.837 -0.780 0.315
H -8.660 -1.580 -2.842
H -10.270 -0.859 -2.613
H -8.844 0.189 -2.799
C 3.124 -0.090 -3.962
C 3.421 -0.625 -5.343
N 3.658 -1.053 -6.453
H 2.486 0.794 -4.034
H 2.611 -0.852 -3.370
H 4.055 0.182 -3.460
C -5.075 0.053 5.169
C -5.680 0.347 6.521
N -6.166 0.583 7.606
H -3.985 0.096 5.233
H -5.373 -0.944 4.836
H -5.418 0.789 4.439
C 6.432 -1.696 -8.359
C 7.199 -2.670 -7.497
N 7.816 -3.452 -6.805
H 5.381 -1.685 -8.062
H 6.844 -0.691 -8.244
H 6.502 -1.992 -9.408
C 4.991 -3.863 4.789
C 4.501 -2.954 3.688
N 4.108 -2.224 2.801
H 5.012 -3.322 5.737
H 4.324 -4.723 4.886
H 5.997 -4.217 4.559
C 0.083 -0.401 -6.064
C -1.025 -1.020 -5.249
N -1.910 -1.517 -4.585
H -0.202 0.606 -6.378
H 0.994 -0.343 -5.464
H 0.279 -1.009 -6.950
C -0.582 2.924 7.154
C -0.238 4.393 7.213
N 0.039 5.572 7.260
H -0.859 2.566 8.149
H -1.421 2.766 6.473
H 0.279 2.354 6.798
C -0.232 8.492 5.598
C -0.731 9.417 4.514
N -1.133 10.160 3.643
H -0.203 9.020 6.554
H -0.897 7.631 5.688
H 0.773 8.142 5.354
C 0.942 -2.379 5.660
C 1.724 -3.347 6.515
N 2.352 -4.129 7.211
H -0.106 -2.377 5.966
H 1.349 -1.372 5.772
H 1.006 -2.675 4.610
C -8.028 3.261 1.250
C -7.759 2.721 -0.134
N -7.543 2.288 -1.249
H -8.667 4.134 1.185
H -8.531 2.498 1.854
H -7.090 3.531 1.731
C 1.881 9.802 0.912
C 2.663 8.822 1.753
N 3.292 8.034 2.428
H 0.833 9.805 1.223
H 2.291 10.807 1.034
H 1.939 9.519 -0.141
C 10.439 0.425 2.931
C 10.742 -0.112 1.553
N 10.985 -0.545 0.446
H 9.798 1.306 2.854
H 9.928 -0.337 3.523
H 11.368 0.704 3.433
C 1.012 -6.241 9.876
C -0.099 -6.860 10.689
N -0.992 -7.358 11.343
H 0.724 -5.236 9.558
H 1.922 -6.177 10.477
H 1.211 -6.851 8.992
C 10.268 0.199 -9.337
C 8.853 0.718 -9.259
N 7.715 1.135 -9.197
H 10.268 -0.828 -9.709
H 10.857 0.823 -10.013
H 10.726 0.219 -8.345
C 11.348 2.354 -5.527
C 10.780 1.006 -5.901
N 10.323 -0.078 -6.202
H 10.693 3.148 -5.891
H 11.433 2.432 -4.441
H 12.338 2.476 -5.971
C -13.466 -2.030 -3.375
C -12.890 -0.833 -4.086
N -12.427 0.130 -4.662
H -13.463 -2.896 -4.041
H -12.873 -2.261 -2.487
H -14.494 -1.820 -3.070
C -4.187 -2.998 -6.868
C -5.655 -2.970 -6.518
N -6.835 -2.948 -6.236
H -4.064 -3.043 -7.952
H -3.698 -2.097 -6.491
H -3.714 -3.874 -6.419
C 6.520 -7.333 6.224
C 6.860 -5.863 6.260
N 7.134 -4.681 6.290
H 6.237 -7.675 7.222
H 5.687 -7.505 5.539
H 7.385 -7.907 5.883
C -6.576 7.551 2.350
C -7.157 6.203 1.992
N -7.627 5.111 1.702
H -7.236 8.346 1.996
H -6.468 7.633 3.434
H -5.595 7.669 1.884
C -13.946 -1.325 -7.997
C -14.918 -1.860 -6.974
N -15.706 -2.291 -6.151
H -13.409 -0.467 -7.587
H -13.226 -2.101 -8.266
H -14.485 -1.013 -8.894
*
```

---

(6)
ORCA calculation (wB97M-V/def2-TZVPD) on a 2-piece molecular cluster, CH7PSi overall at a distorted geometry.

The energy above the lowest of the compared OMol25 structures with the same formula, charge and spin is 2.810 eV. As for the SMILES: C=[SiH2].P. For the HOMO-LUMO gap, the calculation gives 9.2 eV. The total energy comes out at -18313.406 eV.

```
! RIJCOSX wB97M-V def2-TZVPD def2/J DEFGRID3
* xyz 0 1
C 1.902 1.173 -1.720
Si 1.001 2.056 -0.617
H 1.579 0.211 -1.990
H 2.813 1.497 -2.180
H 1.530 3.420 -0.124
H -0.063 1.198 0.070
P -1.697 -2.654 1.601
H -2.675 -2.916 0.765
H -2.456 -2.834 2.789
H -1.934 -1.151 1.407
*
```